(1)
ORCA calculation (ωB97M-V/def2-TZVPD) on 13 unconnected molecules or ions with the total composition C34H66O27.

Last column: Mulliken charge in e.
Atoms and positions in Å:
C -3.55 -0.57 0.76  -0.749
O -3.12 -1.86 1.24  -0.354
H -3.62 0.13 1.59  0.400
H -2.85 -0.20 0.02  -0.054
H -4.54 -0.65 0.29  0.505
H -3.90 -2.32 1.55  0.182
C -3.37 1.08 -2.53  -0.272
O -2.98 2.03 -1.55  -0.488
H -2.56 0.92 -3.25  0.056
H -3.67 0.12 -2.09  -0.124
H -4.23 1.50 -3.05  0.412
H -2.10 1.75 -1.21  0.094
C 2.19 -1.33 2.35  -0.393
O 1.72 -2.22 3.34  -0.657
H 3.12 -1.72 1.92  0.352
H 1.48 -1.19 1.54  -0.155
H 2.45 -0.35 2.78  0.312
H 0.75 -2.19 3.32  0.496
C 1.62 4.64 -0.84  -0.977
O 1.19 3.36 -0.42  0.127
H 2.21 4.58 -1.75  0.295
H 0.74 5.27 -1.04  0.336
H 2.20 5.13 -0.06  0.284
H 1.25 3.26 0.54  0.221
C -0.07 0.13 -0.08  0.774
O -0.46 1.16 -1.01  1.753
H -0.50 0.28 0.91  -0.001
H -0.50 -0.80 -0.43  -0.337
H 1.02 0.09 -0.06  -0.594
H 0.06 1.95 -0.78  -0.332
C -1.33 -0.58 3.78  -0.369
O -0.99 -1.71 2.98  -0.362
H -1.39 0.33 3.17  -0.010
H -2.27 -0.75 4.32  0.371
H -0.53 -0.40 4.50  0.201
H -1.75 -1.89 2.42  0.065
C -1.85 -5.11 2.51  -1.679
C -1.67 -4.85 1.03  1.524
C -0.31 -4.25 0.64  1.092
O 0.18 -5.10 -0.39  -0.587
C -0.67 -6.16 -0.56  0.499
O -0.50 -7.01 -1.37  -0.590
O -1.65 -6.12 0.35  -0.417
H -1.18 -5.87 2.89  0.412
H -2.89 -5.40 2.70  0.446
H -1.75 -4.18 3.07  0.258
H -2.50 -4.29 0.60  -0.293
H 0.36 -4.23 1.50  0.308
H -0.33 -3.22 0.28  -1.023
C 2.84 -4.53 0.35  -2.039
C 3.18 -3.35 -0.53  0.611
C 3.67 -3.71 -1.95  -0.605
O 2.86 -2.90 -2.79  -0.376
C 1.88 -2.30 -2.09  -0.199
O 1.08 -1.55 -2.55  -0.392
O 2.01 -2.56 -0.77  0.884
H 2.02 -5.07 -0.12  0.656
H 2.56 -4.25 1.36  0.243
H 3.70 -5.22 0.38  0.475
H 3.98 -2.74 -0.11  0.379
H 3.57 -4.77 -2.20  0.347
H 4.71 -3.41 -2.03  0.272
C -0.63 3.08 -4.63  -1.482
C 0.82 2.87 -4.28  1.122
C 1.15 1.44 -3.84  0.481
O 2.42 1.19 -4.42  -0.254
C 2.64 2.09 -5.41  0.464
O 3.57 2.07 -6.14  -0.577
O 1.67 3.03 -5.43  -0.419
H -1.25 3.00 -3.74  0.280
H -0.96 2.38 -5.39  0.355
H -0.79 4.09 -5.03  0.402
H 1.13 3.59 -3.52  -0.227
H 0.35 0.77 -4.18  0.164
H 1.13 1.40 -2.75  -0.343
C 0.88 1.59 6.59  -1.433
C 0.60 2.60 5.52  0.422
C 1.69 3.64 5.31  -0.608
O 1.67 3.87 3.90  -0.370
C 1.16 2.76 3.32  -0.186
O 1.22 2.53 2.15  -0.549
O 0.60 1.96 4.22  0.103
H 1.76 1.00 6.30  0.349
H 0.07 0.86 6.68  0.357
H 1.04 2.02 7.57  0.392
H -0.38 3.08 5.61  0.255
H 2.67 3.25 5.60  0.331
H 1.53 4.55 5.89  0.353
C -2.05 -2.44 -1.98  0.304
C -3.49 -2.88 -1.95  0.638
C -4.21 -2.96 -3.31  -0.236
O -4.71 -4.29 -3.36  -0.390
C -4.36 -4.99 -2.26  0.475
O -4.73 -6.09 -2.01  -0.543
O -3.56 -4.24 -1.47  -0.301
H -1.46 -3.17 -2.54  0.595
H -1.63 -2.42 -0.98  -1.307
H -1.95 -1.45 -2.42  0.244
H -4.09 -2.30 -1.24  -0.230
H -3.51 -2.84 -4.14  0.271
H -5.03 -2.25 -3.38  0.290
C -4.24 6.22 0.88  -1.521
C -2.96 5.49 1.20  0.456
C -2.61 5.32 2.68  -0.477
O -2.10 4.00 2.75  -0.360
C -2.39 3.33 1.59  0.188
O -2.09 2.19 1.41  -0.216
O -3.08 4.12 0.76  -0.334
H -4.13 7.30 0.95  0.387
H -5.03 5.89 1.56  0.361
H -4.60 5.93 -0.11  0.361
H -2.13 5.91 0.62  0.242
H -3.49 5.44 3.31  0.310
H -1.85 6.03 2.97  0.304
C 3.88 0.86 -0.57  -0.776
C 4.43 0.29 -1.85  0.861
C 5.43 1.16 -2.64  -0.214
O 6.44 0.25 -3.02  -0.359
C 6.39 -0.86 -2.26  0.608
O 7.19 -1.74 -2.26  -0.577
O 5.28 -0.83 -1.48  -0.321
H 3.22 0.14 -0.10  -0.353
H 3.22 1.72 -0.76  0.048
H 4.67 1.15 0.12  0.506
H 3.69 -0.14 -2.52  -0.009
H 5.86 1.92 -1.98  0.252
H 4.99 1.68 -3.48  0.228

Values from the calculation:
spin multiplicity: 1
gap between HOMO and LUMO: 9.813 eV
energy relative to the best compared isomer or geometry (same formula, charge and spin): 0.00 kJ/mol
maximum force: 1.60 eV Å⁻¹
total energy: -91611.995 eV
total charge: 0
LUMO: -0.109 eV


(2)
ORCA calculation (ωB97M-V/def2-TZVPD) on 4 unconnected molecules or ions with the total composition C34H67Cl2F3N4O8.

Last column: Mulliken charge in e.
Atoms and positions in Å:
C 1.06 1.37 5.90  -1.119
C 0.13 0.30 5.35  -0.412
O 0.29 0.27 3.94  -0.032
C -0.92 0.15 3.21  -2.139
C -0.67 -0.32 1.79  3.109
C -2.00 -0.26 1.02  -1.152
C -3.02 -1.35 1.41  -1.374
C -2.89 -2.63 0.61  0.432
F -1.79 -2.86 -0.13  -0.272
C -3.88 -3.52 0.53  0.321
F -4.29 -4.14 -0.57  -0.253
F -4.62 -3.85 1.58  -0.234
O -0.19 -1.65 1.68  -0.378
C -0.24 -2.49 2.81  -0.845
C 0.42 0.62 1.13  -0.822
C -0.12 1.66 0.13  -0.630
C -0.96 2.79 0.75  -0.797
C -0.56 4.17 0.23  -0.479
C -1.53 5.23 0.76  -0.827
O -2.71 5.31 -0.06  -0.264
C -2.99 6.57 -0.47  0.072
O -3.87 7.22 -0.03  -0.449
O 1.35 -0.19 0.43  -0.391
C 2.66 0.32 0.46  0.229
C 3.49 -0.57 -0.50  -1.404
C 4.70 0.20 -1.01  0.481
C 6.02 -0.07 -0.35  -1.330
N 4.63 1.02 -1.98  -0.592
C 3.27 0.28 1.83  0.198
Cl 3.08 -1.19 2.70  -0.171
C 3.92 1.32 2.37  0.738
C 4.13 2.65 1.72  -1.132
Cl 4.62 1.21 3.95  -0.200
H 0.87 1.51 6.96  0.429
H 0.85 2.29 5.36  0.275
H 2.10 1.11 5.71  0.201
H -0.90 0.61 5.58  0.411
H 0.35 -0.67 5.78  0.266
H -1.35 1.16 3.13  0.503
H -1.67 -0.43 3.74  0.684
H -1.81 -0.39 -0.04  0.275
H -2.50 0.69 1.19  0.422
H -4.01 -0.96 1.17  0.547
H -3.04 -1.53 2.48  0.392
H 0.07 -3.48 2.47  0.320
H 0.45 -2.18 3.60  0.177
H -1.24 -2.60 3.24  0.284
H 0.91 1.20 1.92  0.506
H 0.77 2.15 -0.27  0.812
H -0.62 1.20 -0.72  -0.376
H -2.01 2.64 0.50  0.256
H -0.85 2.79 1.84  0.345
H -0.55 4.19 -0.86  0.444
H 0.42 4.45 0.63  0.349
H -1.85 4.93 1.76  0.323
H -1.05 6.20 0.87  0.495
H -2.34 6.93 -1.28  0.410
H 2.67 1.32 0.03  0.276
H 3.87 -1.40 0.10  0.408
H 2.87 -0.98 -1.29  0.547
H 5.88 -0.64 0.57  0.311
H 6.60 -0.72 -1.01  0.396
H 6.58 0.84 -0.17  0.312
H 3.65 1.03 -2.30  0.255
H 4.22 3.44 2.47  0.498
H 3.31 2.93 1.07  0.116
H 5.05 2.62 1.13  0.221
C 6.88 4.96 -5.45  -1.402
C 5.92 3.94 -6.05  0.345
C 4.44 4.30 -5.84  -0.728
O 3.96 4.05 -4.54  -0.297
C 4.24 5.05 -3.59  -0.628
N 6.25 2.62 -5.52  -0.722
H 6.95 4.87 -4.36  0.274
H 7.88 4.81 -5.85  0.348
H 6.58 5.99 -5.68  0.346
H 6.10 3.93 -7.13  0.435
H 3.85 3.66 -6.50  0.334
H 4.23 5.33 -6.14  0.388
H 4.23 6.05 -4.04  0.327
H 5.21 4.87 -3.12  0.217
H 3.48 5.00 -2.81  0.190
H 5.68 1.92 -6.00  0.276
H 5.91 2.58 -4.56  0.288
C -2.79 0.17 -5.42  -1.492
C -2.06 -0.55 -4.30  0.123
C -2.93 -0.86 -3.08  -0.439
O -3.19 0.26 -2.25  -0.083
C -4.24 1.10 -2.67  -0.894
N -0.86 0.22 -3.94  -0.662
H -2.94 1.23 -5.20  0.284
H -2.21 0.12 -6.35  0.381
H -3.77 -0.28 -5.61  0.337
H -1.72 -1.52 -4.70  0.485
H -2.39 -1.57 -2.45  0.064
H -3.87 -1.34 -3.37  0.527
H -5.04 0.54 -3.15  0.357
H -3.88 1.89 -3.34  0.260
H -4.65 1.59 -1.78  0.267
H -0.31 -0.31 -3.27  0.243
H -1.16 1.03 -3.42  0.297
C -3.79 -6.80 2.17  -1.455
C -4.87 -7.87 2.17  0.594
C -5.62 -8.00 3.50  -0.802
O -4.91 -8.66 4.53  -0.403
C -3.98 -7.87 5.23  -0.637
N -4.28 -9.14 1.75  -0.751
H -2.89 -7.12 2.71  0.221
H -3.49 -6.57 1.15  0.350
H -4.15 -5.88 2.63  0.313
H -5.61 -7.59 1.42  0.398
H -6.51 -8.60 3.33  0.379
H -5.97 -7.01 3.85  0.411
H -4.33 -6.84 5.34  0.287
H -3.00 -7.87 4.75  0.228
H -3.87 -8.30 6.23  0.269
H -5.01 -9.84 1.64  0.274
H -3.72 -9.49 2.52  0.306

Values from the calculation:
spin multiplicity: 1
SMILES: [H]/N=C(/C)C[C@@H](O[C@@H](CCCCOC=O)[C@](CCC(F)=C(F)F)(COCC)OC)/C(Cl)=C(\C)Cl.COC[C@@H](C)N.COC[C@@H](C)N.COC[C@@H](C)N
gap between HOMO and LUMO: 9.163 eV
energy relative to the best compared isomer or geometry (same formula, charge and spin): 0.00 kJ/mol
maximum force: 1.27 eV Å⁻¹
total energy: -91876.550 eV
total charge: 0
LUMO: 0.316 eV